No. 1
Computed, not measured: an isolated ion of composition C4H9N and charge +1 in a non-equilibrium geometry, with ωB97M-V/def2-TZVPD.

Orbital gap (alpha / beta), eV: 11.26 / 8.21
ΔE to the lowest compared entry with this formula, charge and spin, kcal/mol: 44.87
LUMO (alpha / beta), eV: -4.56 / -7.99
Total charge: +1
Expectation value of S²: 0.772
2S+1: 2

Structure (XYZ):
```
14
Properties=species:S:1:pos:R:3:forces:R:3:lowdin_charge:R:1
C -2.5865 0.6139 -0.3466 1.2981 1.4222 -1.8483 0.215
C -1.2995 0.7966 0.1700 1.3538 1.6153 1.0206 -0.090
N -0.1081 0.4005 -0.2959 -3.2954 -1.9919 -0.1152 0.091
C 0.7831 -0.3132 0.6422 1.6721 0.0264 0.2050 -0.197
C 2.0131 -0.7893 -0.0788 1.6136 0.4486 -1.0806 -0.084
H -3.1970 1.5086 -0.3240 -0.6886 -0.4191 0.7573 0.104
H -2.7114 -0.0081 -1.2189 -0.3125 -0.5926 0.1577 0.095
H -1.1591 1.4826 1.0170 -0.4506 -0.6293 0.2775 0.156
H -0.2685 -0.0491 -1.1976 0.8533 -0.2574 -0.0840 0.163
H 0.3519 -1.2252 1.0670 -0.8800 0.4381 -0.1912 0.139
H 1.0065 0.3729 1.4614 0.0639 -0.0684 -0.0365 0.137
H 2.7266 0.0069 -0.3472 -0.4751 0.0365 0.1624 0.094
H 1.8235 -1.3087 -1.0292 -0.4457 0.0829 0.2775 0.089
H 2.6254 -1.4886 0.4805 -0.3068 -0.1112 0.4980 0.089
```
Forces are in eV/Å.

=====

No. 2
Computed, not measured: C5H5NO2 in the gas phase in a non-equilibrium geometry, with ωB97M-V/def2-TZVPD.

Orbital gap, eV: 10.53
ΔE to the lowest compared entry with this formula, charge and spin, kcal/mol: 73.90
LUMO, eV: 0.56
SMILES string: CC(=O)c1ncco1
Total charge: 0

Structure (XYZ):
```
13
Properties=species:S:1:pos:R:3:forces:R:3:lowdin_charge:R:1
C -2.1257 0.9294 0.6313 -5.4577 0.0840 -8.0185 0.002
C -1.4295 -0.1508 -0.0880 -1.0767 -3.8651 -2.2967 -0.284
O -1.9816 -1.1123 -0.6906 2.1531 3.1716 2.0856 0.075
C 0.1153 0.0098 -0.0943 -1.8880 -0.8374 0.5834 -0.303
N 0.7943 0.9330 -0.6076 -0.1104 1.7116 -0.4513 0.159
C 2.1282 0.6517 -0.2804 -5.5670 -2.2555 1.1192 -0.060
C 2.1170 -0.4781 0.3725 3.4138 -2.3547 1.2628 -0.125
O 0.8810 -0.8795 0.5511 -2.0447 -1.8304 0.6444 0.101
H -1.7839 1.7929 0.1276 0.5355 1.4949 0.2626 0.080
H -3.3677 0.9619 0.5372 3.3285 -0.5799 -0.2620 0.172
H -2.0069 0.8406 1.5522 1.7994 -0.0873 8.2796 -0.006
H 2.6654 1.2395 -0.7751 5.7384 4.3126 -3.1375 0.039
H 2.9058 -1.2031 0.6801 -0.8242 1.0354 -0.0716 0.151
```
Forces are in eV/Å.